No. 1
The following is a quantum chemistry calculation of 13 unconnected molecules or ions with the total composition H26O13 at a distorted geometry, from the OMol25 dataset.

XYZ file:
```
39
Properties=species:S:1:pos:R:3:mulliken_charge:R:1
H 0.673 -1.244 -0.010 0.317
H -0.203 -0.012 0.149 0.279
H -3.249 -0.488 -0.243 0.274
H -3.234 -1.108 1.145 0.277
H 3.029 -3.095 0.306 0.301
H 3.571 -4.014 -0.777 0.324
H -1.100 3.919 -2.700 0.315
H 0.006 4.236 -1.707 0.302
H -4.372 3.300 -0.032 0.291
H -4.201 1.795 0.094 0.293
H -0.585 -2.241 -0.784 0.304
H -1.903 -1.535 -1.061 0.161
H -0.141 -3.806 1.384 0.326
H -1.144 -4.021 0.262 0.290
H -2.511 1.222 3.132 0.254
H -1.824 -0.065 3.561 0.298
H 1.041 -1.145 4.622 0.312
H 0.086 -1.702 3.580 0.309
H -0.099 1.158 -2.713 0.306
H 0.285 -0.285 -2.995 0.259
H 3.969 0.783 -1.339 0.315
H 3.500 -0.243 -0.321 0.329
H 0.641 3.896 -3.458 0.266
H 1.549 3.138 -2.503 0.315
H 1.392 1.463 0.026 0.282
H 1.830 1.252 1.466 0.322
O 0.076 -0.811 0.610 -0.584
O -3.472 -0.300 0.676 -0.537
O 3.181 -4.025 0.104 -0.628
O -0.716 3.618 -1.869 -0.651
O -3.840 2.630 0.412 -0.589
O -0.951 -1.387 -1.040 -0.498
O -0.242 -4.235 0.527 -0.618
O -2.069 0.442 2.778 -0.542
O 0.113 -1.363 4.481 -0.627
O 0.666 0.585 -2.830 -0.559
O 4.221 -0.053 -0.931 -0.630
O 1.266 3.162 -3.424 -0.562
O 2.140 1.592 0.620 -0.595
```

## Properties
HOMO level in eV: -9.9
Orbital gap in eV: 9.633
Maximum force in eV Å⁻¹: 5.1
Energy above the lowest of the compared OMol25 structures with the same formula, charge and spin in kcal per mole: 118.8
E in eV: -27036.7969

***

No. 2
The following is a quantum chemistry calculation of 13 unconnected molecules or ions with the total composition H26O13 at a distorted geometry, from the OMol25 dataset.

XYZ file:
```
39
Properties=species:S:1:pos:R:3:mulliken_charge:R:1
H -1.166 0.276 -0.366 0.294
H 0.292 0.468 0.018 0.374
H -0.119 -1.274 4.195 0.328
H 0.686 -0.427 3.224 0.286
H -3.942 -1.359 0.557 0.270
H -3.820 -1.267 -0.955 0.348
H -0.636 -3.048 -2.411 0.272
H 0.485 -3.259 -1.406 0.303
H -3.838 0.431 -2.095 0.290
H -5.222 0.878 -1.652 0.333
H 2.260 0.546 -1.316 0.278
H 3.672 0.051 -1.585 0.257
H 3.095 2.999 -1.289 0.322
H 4.567 3.315 -1.083 0.310
H -0.879 4.746 2.087 0.324
H -1.757 4.419 0.891 0.304
H -2.274 -4.972 0.999 0.317
H -2.143 -3.477 1.239 0.304
H 3.767 0.260 2.446 0.336
H 3.880 -0.417 1.090 0.301
H 3.274 -2.065 -1.988 0.354
H 4.700 -1.642 -1.674 0.305
H 0.220 -0.787 1.385 0.176
H -0.701 -1.877 0.862 0.127
H -2.209 3.016 0.171 0.237
H -1.397 1.911 -0.484 0.445
O -0.291 0.416 -0.747 -0.787
O -0.013 -0.368 3.885 -0.611
O -3.421 -0.943 -0.140 -0.615
O 0.102 -2.593 -1.989 -0.568
O -4.741 0.539 -2.415 -0.628
O 2.953 0.553 -1.986 -0.562
O 3.719 3.311 -0.625 -0.635
O -1.624 5.083 1.576 -0.619
O -2.039 -4.329 1.677 -0.619
O 3.798 -0.609 2.031 -0.632
O 4.029 -2.291 -1.433 -0.648
O -0.442 -0.962 0.706 -0.304
O -2.131 2.513 -0.648 -0.564
```

## Properties
HOMO level in eV: -10.4
Orbital gap in eV: 9.950
Maximum force in eV Å⁻¹: 5.1
Energy above the lowest of the compared OMol25 structures with the same formula, charge and spin in kcal per mole: 115.2
E in eV: -27036.9522

***

No. 3
The following is a quantum chemistry calculation of 13 unconnected molecules or ions with the total composition H26O13 at a distorted geometry, from the OMol25 dataset.

XYZ file:
```
39
Properties=species:S:1:pos:R:3:mulliken_charge:R:1
O -0.804 3.516 1.583 -0.583
H -0.616 2.659 1.951 0.373
H -0.613 4.153 2.203 0.265
O -1.406 -0.521 1.924 -0.694
H -0.783 -0.374 2.654 0.217
H -2.207 -0.980 2.138 0.256
O 1.954 -2.324 -0.004 -0.702
H 1.338 -2.537 0.714 0.385
H 2.373 -1.507 0.266 0.313
O -0.120 -2.866 1.687 -0.655
H -0.558 -3.463 2.275 0.351
H -0.706 -2.104 1.719 0.459
O -0.196 -2.918 -1.591 -0.651
H -0.163 -3.858 -1.363 0.271
H 0.564 -2.428 -1.187 0.402
O 2.585 1.176 -1.556 -0.747
H 2.598 1.763 -0.758 0.497
H 1.716 1.153 -1.938 0.352
O 0.098 0.111 -0.279 -0.528
H -0.547 -0.305 -0.799 0.248
H -0.300 0.014 0.583 0.279
O -1.858 -0.699 -2.377 -0.494
H -2.679 -0.366 -2.629 0.228
H -1.957 -1.608 -2.735 0.276
O 0.373 1.151 -3.328 -0.610
H 0.166 0.270 -3.556 0.264
H 1.116 1.481 -3.800 0.260
O 0.214 1.699 3.040 -0.634
H 0.954 1.044 2.883 0.320
H 0.082 1.384 3.952 0.276
O -0.043 2.769 -1.210 -0.641
H -0.118 2.188 -2.016 0.428
H 0.003 2.075 -0.574 0.249
O -2.404 -2.439 0.026 -0.603
H -2.161 -3.218 0.502 0.275
H -1.801 -2.502 -0.701 0.367
O 2.348 2.736 0.623 -0.698
H 1.795 3.545 0.611 0.364
H 1.762 2.122 1.069 0.264
```

## Properties
HOMO level in eV: -9.4
Orbital gap in eV: 8.684
Maximum force in eV Å⁻¹: 3.8
Energy above the lowest of the compared OMol25 structures with the same formula, charge and spin in kcal per mole: 64.1
E in eV: -27039.1682

***

No. 4
The following is a quantum chemistry calculation of 13 unconnected molecules or ions with the total composition H26O13 at a distorted geometry, from the OMol25 dataset.

XYZ file:
```
39
Properties=species:S:1:pos:R:3:mulliken_charge:R:1
O -0.011 0.383 -0.091 -0.219
H -0.062 0.416 -1.018 0.289
H -0.062 -0.470 0.354 0.049
O 0.781 -3.808 -0.726 -0.625
H 1.681 -3.811 -0.910 0.277
H 0.573 -3.120 -0.089 0.487
O -1.065 0.081 -2.560 -0.564
H -2.019 0.076 -2.801 0.256
H -0.436 -0.233 -3.314 0.280
O -2.938 -2.440 0.847 -0.694
H -2.999 -2.032 -0.038 0.277
H -2.497 -1.743 1.330 0.492
O 2.968 -0.313 0.084 -0.537
H 2.575 0.157 -0.402 0.269
H 3.592 -0.958 -0.316 0.277
O 0.348 2.618 -3.934 -0.638
H 0.847 2.111 -3.283 0.306
H -0.528 2.626 -3.497 0.329
O 2.303 0.535 -2.473 -0.588
H 2.665 -0.137 -2.968 0.228
H 2.846 1.343 -2.227 0.350
O 0.157 -0.117 3.321 -0.688
H 0.526 -0.837 2.814 0.406
H 0.194 -0.155 4.365 0.287
O 0.852 -1.967 1.369 -0.948
H 1.189 -2.937 1.647 0.335
H 1.458 -1.703 0.653 0.296
O 0.084 2.792 -0.058 -0.677
H -0.051 1.926 -0.204 0.545
H -0.444 3.322 -0.567 0.272
O 0.623 2.285 2.642 -0.665
H 1.108 1.367 2.684 0.314
H 0.682 2.318 1.621 0.282
O -2.791 1.394 -0.084 -0.579
H -3.631 1.511 0.261 0.248
H -2.421 0.704 0.427 0.345
O -2.165 -0.467 2.118 -0.664
H -1.259 -0.753 2.469 0.402
H -2.673 0.034 2.553 0.185
```

## Properties
HOMO level in eV: -9.4
Orbital gap in eV: 8.957
Maximum force in eV Å⁻¹: 19.5
Energy above the lowest of the compared OMol25 structures with the same formula, charge and spin in kcal per mole: 151.1
E in eV: -27035.3946

***

No. 5
The following is a quantum chemistry calculation of a molecular structure, H27O14 at a distorted geometry, from the OMol25 dataset.

XYZ file:
```
41
Properties=species:S:1:pos:R:3:mulliken_charge:R:1
O -4.308 1.751 2.284 -0.653
H -3.787 2.332 1.714 0.335
O -1.787 -1.313 0.128 -0.744
H -2.609 -1.449 -0.361 0.263
H -2.193 -0.882 1.153 0.371
O 0.723 -1.058 -3.299 -0.606
H -1.415 -0.449 2.774 0.160
H 3.907 1.151 -2.290 0.254
O 3.450 0.327 -2.235 -0.601
H 1.123 2.331 -3.377 0.362
H 2.519 0.100 -2.297 0.382
O 0.225 4.233 -2.478 -0.621
H 0.303 1.591 0.102 0.316
H -0.613 4.227 -2.008 0.295
O -1.532 0.178 4.659 -0.660
H -1.436 1.089 4.978 0.284
H -2.423 0.324 4.288 0.344
O 3.308 -4.002 -0.085 -0.629
H 2.372 -4.225 0.006 0.318
H 3.223 -3.051 -0.284 0.319
O -2.219 -0.285 2.272 -0.749
H 0.249 -0.473 -2.710 0.308
H 0.881 3.784 -1.938 0.366
O 1.544 2.055 -2.554 -0.650
H 0.875 1.492 -2.148 0.220
H 0.350 -1.949 -3.295 0.314
O 4.161 -2.200 -2.065 -0.590
H 4.826 -1.587 -1.747 0.293
H 3.909 -1.918 -2.946 0.278
O -2.564 4.181 1.211 -0.660
H -2.908 4.382 0.323 0.319
H -1.933 3.465 1.005 0.328
O -0.654 1.679 0.093 -0.715
H -0.985 1.018 0.728 0.351
H -4.077 0.892 1.901 0.299
O 0.570 -2.503 3.140 -0.660
H 0.235 -2.807 2.286 0.320
H -0.022 -1.751 3.274 0.311
O -0.792 -3.238 -0.895 -0.802
H 0.107 -2.932 -0.705 0.183
H -1.292 -2.533 -0.098 0.446
```

## Properties
HOMO level in eV: -6.0
Net charge: -1
Orbital gap in eV: 8.224
Maximum force in eV Å⁻¹: 3.1
Energy above the lowest of the compared OMol25 structures with the same formula, charge and spin in kcal per mole: 89.8
E in eV: -29103.7717

***

No. 6
The following is a quantum chemistry calculation of 14 unconnected molecules or ions with the total composition H27O14 at a distorted geometry, from the OMol25 dataset.

XYZ file:
```
41
Properties=species:S:1:pos:R:3:lowdin_spin:R:1
O 0.923 -2.900 -2.710 0.000
H 0.010 -2.616 -2.757 0.000
O 1.275 -1.823 0.640 0.110
H -0.069 0.800 -2.912 0.000
H 2.377 -2.348 3.886 0.000
O -0.316 3.833 -2.212 0.000
H 1.525 -1.092 4.186 0.000
H -1.225 -0.796 2.255 0.010
O -0.376 -0.425 1.940 0.811
H -0.675 2.954 3.626 0.000
H 2.780 0.062 0.288 0.000
O -1.058 2.367 2.974 0.006
H 1.309 0.505 -0.061 0.000
H -4.081 -1.873 -1.312 0.000
O -4.329 -2.590 -1.894 0.000
H 0.542 1.141 -4.222 0.000
H 2.036 -1.204 -3.654 0.000
O 2.216 0.488 -0.354 0.008
H -0.545 -1.291 3.795 0.000
H -3.472 -2.702 -2.329 0.000
O 2.407 -1.464 4.260 0.000
H 0.620 3.944 -2.003 0.000
H -1.046 1.475 0.084 0.000
O -1.217 -1.033 4.417 0.004
H -1.463 -1.835 4.880 0.000
H -0.690 4.659 -1.891 0.000
O -1.354 -1.354 -2.111 0.001
H -1.422 -1.048 -3.031 0.000
H -1.488 -0.497 -1.673 0.000
O 2.491 -0.348 -3.542 0.000
H -0.831 1.441 3.029 0.002
H -0.801 0.031 0.459 0.002
O -0.232 0.738 -3.860 0.000
H -0.058 3.719 2.018 0.000
H 2.182 -0.316 -2.619 0.000
O -0.865 0.621 -0.332 0.043
H 0.618 -1.310 1.185 0.002
H 1.199 -2.991 -1.814 0.000
O 0.561 3.964 1.316 0.000
H 1.997 -2.032 1.243 -0.001
H 0.547 3.146 0.811 0.000
```

## Properties
HOMO level (alpha / beta) in eV: -10.3 / -10.3
Expectation value of S²: 0.755
2S+1: 2
Orbital gap (alpha / beta) in eV: 9.355 / 4.343
Maximum force in eV Å⁻¹: 1.8
Energy above the lowest of the compared OMol25 structures with the same formula, charge and spin in kcal per mole: 12.5
E in eV: -29099.6474

***

Repeat the fifth record exactly.
The following is a quantum chemistry calculation of a molecular structure, H27O14 at a distorted geometry, from the OMol25 dataset.

XYZ file:
```
41
Properties=species:S:1:pos:R:3:mulliken_charge:R:1
O -4.308 1.751 2.284 -0.653
H -3.787 2.332 1.714 0.335
O -1.787 -1.313 0.128 -0.744
H -2.609 -1.449 -0.361 0.263
H -2.193 -0.882 1.153 0.371
O 0.723 -1.058 -3.299 -0.606
H -1.415 -0.449 2.774 0.160
H 3.907 1.151 -2.290 0.254
O 3.450 0.327 -2.235 -0.601
H 1.123 2.331 -3.377 0.362
H 2.519 0.100 -2.297 0.382
O 0.225 4.233 -2.478 -0.621
H 0.303 1.591 0.102 0.316
H -0.613 4.227 -2.008 0.295
O -1.532 0.178 4.659 -0.660
H -1.436 1.089 4.978 0.284
H -2.423 0.324 4.288 0.344
O 3.308 -4.002 -0.085 -0.629
H 2.372 -4.225 0.006 0.318
H 3.223 -3.051 -0.284 0.319
O -2.219 -0.285 2.272 -0.749
H 0.249 -0.473 -2.710 0.308
H 0.881 3.784 -1.938 0.366
O 1.544 2.055 -2.554 -0.650
H 0.875 1.492 -2.148 0.220
H 0.350 -1.949 -3.295 0.314
O 4.161 -2.200 -2.065 -0.590
H 4.826 -1.587 -1.747 0.293
H 3.909 -1.918 -2.946 0.278
O -2.564 4.181 1.211 -0.660
H -2.908 4.382 0.323 0.319
H -1.933 3.465 1.005 0.328
O -0.654 1.679 0.093 -0.715
H -0.985 1.018 0.728 0.351
H -4.077 0.892 1.901 0.299
O 0.570 -2.503 3.140 -0.660
H 0.235 -2.807 2.286 0.320
H -0.022 -1.751 3.274 0.311
O -0.792 -3.238 -0.895 -0.802
H 0.107 -2.932 -0.705 0.183
H -1.292 -2.533 -0.098 0.446
```

## Properties
HOMO level in eV: -6.0
Net charge: -1
Orbital gap in eV: 8.224
Maximum force in eV Å⁻¹: 3.1
Energy above the lowest of the compared OMol25 structures with the same formula, charge and spin in kcal per mole: 89.8
E in eV: -29103.7717

***

Q: Which formula does entry 1 have?
A: H26O13

***

Q: E of number 4 (H26O13)?
A: -27035.3946 eV